Entry from the OMol25 dataset: C42H45InN2O5P2S as an isolated structure (ωB97M-V/def2-TZVPD).

For the LUMO energy, the calculation gives -0.64 eV. For the orbital gap, the calculation gives 0.24102 hartree.

The geometry in XYZ format:
```
98
Properties=species:S:1:pos:R:3:forces:R:3
In 0.406854 -1.357256 -1.729332 0.03 -0.27 -0.83
O 2.289124 -3.479652 -4.585599 -0.10 -0.03 0.34
C 2.293761 -2.976437 -3.480101 0.41 -0.10 -0.52
O 1.301655 -3.084369 -2.620676 -0.35 0.57 0.57
C 3.604059 -2.331392 -2.963542 -0.35 -0.04 -0.05
C 3.884239 -2.814066 -1.531997 0.27 0.00 -0.12
C 5.364322 -2.603994 -1.186574 -0.10 0.01 0.03
C 5.412829 -1.067038 -1.004853 -0.08 -0.03 -0.04
C 3.949123 -0.683059 -1.260163 0.28 0.06 -0.21
O 3.231773 -1.813351 -0.738071 -0.26 0.08 0.32
C 3.601231 -0.777665 -2.755809 -0.39 -0.11 0.19
C 2.209916 -0.143662 -3.009943 0.46 0.53 -0.26
O 1.821347 0.781979 -2.249008 0.26 -0.41 0.17
O 1.486758 -0.654525 -3.899008 -0.04 -0.16 0.05
H 4.382930 -2.649566 -3.652258 0.00 0.05 -0.05
H 3.480588 -3.796722 -1.304032 -0.05 0.03 0.04
H 5.617367 -3.122092 -0.261349 0.02 0.01 -0.02
H 6.018627 -2.966300 -1.977797 0.02 -0.02 0.01
H 5.703150 -0.798066 0.010682 0.01 0.01 -0.02
H 6.089943 -0.572290 -1.700228 0.02 0.01 0.00
H 3.612239 0.236199 -0.793592 -0.10 -0.03 0.03
H 4.320382 -0.260849 -3.390435 0.05 -0.06 -0.05
C -3.711791 3.095167 4.382222 0.07 -0.33 -0.02
S -3.759961 1.286101 4.299108 0.06 0.06 0.07
C -2.002902 0.936038 4.633548 -0.20 0.08 -0.23
C -1.090035 1.149214 3.429548 0.03 -0.08 -0.05
C -1.435576 0.160602 2.310379 -0.01 0.04 0.12
N -0.551238 0.151745 1.133206 0.56 -0.06 0.13
P -0.488000 1.251518 -0.195629 -0.61 0.27 0.10
C -0.842324 2.853370 0.654028 0.27 0.03 -0.22
C -2.033978 3.551102 0.833164 -0.01 -0.02 0.10
C -2.034981 4.793966 1.455981 -0.08 0.01 -0.02
C -0.855172 5.352099 1.921369 0.03 0.00 0.02
C 0.340047 4.663908 1.759962 0.01 0.03 0.06
C 0.342285 3.437484 1.118700 -0.09 -0.03 -0.02
C -1.635359 -0.086034 -2.360234 0.58 -0.50 0.15
C -2.682261 -1.049928 -2.808791 -0.08 0.10 -0.16
C -3.805483 -0.541349 -3.325344 0.09 -0.17 0.02
C -4.167337 0.873595 -3.462240 -0.13 0.17 -0.06
C -3.601746 1.987381 -2.977131 0.05 -0.03 0.13
C -1.122010 2.105547 -3.144518 -0.14 0.07 0.01
P 0.869355 -0.833397 1.115771 -0.67 -0.07 0.31
C 1.611811 -0.709823 2.793514 0.19 0.00 -0.27
C 2.641364 0.221152 2.936719 -0.09 0.02 -0.05
C 3.300468 0.367590 4.146611 0.02 0.04 0.07
C 2.944941 -0.430285 5.225319 0.00 0.00 -0.03
C 1.934922 -1.372162 5.086864 -0.04 -0.02 0.05
C 1.272876 -1.516303 3.876510 -0.06 0.04 0.00
C 0.207411 -2.540861 1.168280 0.15 -0.07 -0.04
C -1.119378 -2.867760 0.898498 -0.01 0.09 0.07
C -1.498668 -4.193976 0.736547 -0.02 -0.04 -0.01
C -0.552719 -5.203581 0.818303 -0.06 0.01 0.00
C 0.774546 -4.888205 1.079404 0.03 -0.01 0.01
C 1.152543 -3.567931 1.253057 -0.05 0.01 0.04
H -4.731240 3.443403 4.232503 0.00 0.06 0.00
H -3.068074 3.497045 3.602355 -0.03 0.08 0.05
H -3.360099 3.403274 5.365667 -0.02 0.09 -0.01
H -1.968606 -0.104416 4.962545 0.02 0.00 0.05
H -1.705966 1.569898 5.469528 0.07 -0.07 0.04
H -0.054755 1.007816 3.741764 0.05 0.04 0.03
H -1.184091 2.174025 3.074219 0.02 0.04 0.00
H -2.459304 0.350923 1.999803 0.02 -0.09 0.02
H -1.412307 -0.850016 2.735073 -0.07 0.02 -0.01
H -2.980237 3.135767 0.514580 0.02 0.01 -0.07
H -2.969006 5.329183 1.578250 0.00 -0.02 0.00
H -0.865160 6.322970 2.399880 0.00 -0.01 0.01
H 1.267479 5.091544 2.119748 0.00 0.00 -0.02
H 1.274814 2.903449 0.963253 0.02 0.07 0.00
H -2.523755 -2.117003 -2.739649 -0.06 -0.01 0.01
H -4.555293 -1.233966 -3.693136 0.02 -0.04 0.04
H -5.066482 1.026342 -4.050654 0.01 0.03 0.01
H -4.087472 2.923433 -3.233912 -0.02 -0.03 -0.06
H -0.216463 2.547303 -2.725154 0.03 -0.04 0.02
H 2.920543 0.830986 2.083561 0.04 -0.01 0.02
H 4.098678 1.091791 4.249153 -0.01 0.00 -0.02
H 3.462398 -0.327600 6.170464 0.00 0.00 0.00
H 1.666608 -2.002472 5.925517 -0.01 0.01 -0.01
H 0.489841 -2.258085 3.778239 0.01 -0.03 -0.02
H -1.858723 -2.079388 0.819508 0.03 -0.04 -0.03
H -2.535187 -4.435021 0.536682 0.01 0.00 -0.01
H -0.847908 -6.233851 0.669212 0.01 0.00 0.01
H 1.516249 -5.675210 1.129844 0.00 0.02 0.02
H 2.188904 -3.314323 1.446763 0.03 -0.05 -0.06
C -0.989066 -0.252978 -5.747986 0.15 0.01 -0.02
C -1.115191 0.817890 -4.737760 -0.06 0.12 -0.07
C -1.216929 2.158614 -4.661286 -0.04 0.01 0.04
C -2.335128 2.159302 -2.179836 0.01 -0.13 -0.16
C -2.039285 0.929010 -1.257786 0.10 0.10 0.29
C -3.219109 0.473755 -0.401516 0.02 0.01 -0.12
N -1.029816 0.649094 -3.331091 0.03 0.21 0.25
H -1.349684 0.083310 -6.717932 -0.02 0.02 0.00
H -1.538199 -1.142289 -5.441273 -0.06 0.00 -0.03
H 0.063661 -0.534355 -5.821910 -0.05 -0.03 0.00
H -1.237797 2.972005 -5.366197 0.04 -0.08 -0.06
H -2.362736 3.097450 -1.634120 -0.05 0.04 0.04
H -4.140245 0.412875 -0.974767 -0.01 -0.03 -0.01
H -3.389321 1.168904 0.419118 -0.02 -0.07 -0.01
H -3.020448 -0.512238 0.019678 -0.01 0.04 0.02
```
Forces are in eV/Å.

Mulliken population analysis, charges in e, atoms 1 to 6: atom 1 (In): 0.82, atom 2 (O): -0.75, atom 3 (C): 0.09, atom 4 (O): -0.65, atom 5 (C): -0.17, atom 6 (C): -0.13